Entry 1:
Entry from the Open Molecules 2025 dataset: 12 unconnected molecules or ions with the total composition C36H76N4O12 in a non-equilibrium geometry (the ωB97M-V functional and the def2-TZVPD basis).

Output
- LUMO energy (eV) = 0.473
- HOMO (Eh) = -0.33885
- E (eV) = -69095.7991
- multiplicity = 1
- relative energy (zero: lowest compared OMol25 entry of this formula, charge and spin) (kcal per mole) = 0.00

Each line ends with the Mulliken charge.
Element x y z (Å)
C 3.85400 -3.74473 -2.72871  -0.747
N 2.67426 -2.94705 -3.16970  -0.174
C 1.88759 -2.32862 -2.22671  -0.032
C 0.58104 -1.68556 -2.77598  -0.282
O 2.19542 -2.31861 -1.05033  -0.317
H 4.27257 -3.09068 -1.94820  0.182
H 4.51085 -3.92472 -3.59097  0.338
H 3.46667 -4.73540 -2.43435  0.266
H 2.24262 -3.05553 -4.07392  0.239
H 0.89957 -0.97494 -3.56881  0.587
H 0.17951 -1.16260 -1.91578  -0.716
H -0.17566 -2.42899 -3.07036  0.559
C 6.92336 1.93135 3.51931  -0.890
N 6.11743 1.63566 2.35873  -0.207
C 4.99158 0.83885 2.44661  0.469
C 3.97928 1.04789 1.33221  0.220
O 4.83891 0.11964 3.41064  -0.618
H 7.72914 2.67021 3.32210  0.338
H 7.35762 1.03615 3.87628  0.255
H 6.26265 2.38325 4.22456  0.303
H 6.10693 2.27405 1.56079  0.239
H 3.37480 1.87244 1.62304  0.238
H 3.33423 0.22129 1.23043  -0.498
H 4.42421 1.33768 0.37740  0.158
C -0.26181 3.61077 -4.56159  -1.188
N -0.80307 2.27302 -4.34606  0.105
C -1.78920 1.75843 -5.17924  0.361
C -2.33575 0.48993 -4.56617  -0.043
O -2.16336 2.21977 -6.20816  -0.655
H -1.03650 4.21064 -5.00935  0.419
H 0.58561 3.62918 -5.19535  0.335
H 0.03726 4.04083 -3.58991  0.306
H -0.51389 1.78851 -3.50363  0.231
H -2.37859 -0.31420 -5.33522  0.331
H -3.35218 0.65771 -4.21526  0.137
H -1.66705 0.06196 -3.86019  -0.267
C -2.36024 -0.93369 0.43429  -0.477
N -1.87736 0.08546 -0.45955  1.130
C -0.70506 0.70024 -0.57951  -1.497
C 0.20358 0.47254 0.53214  1.925
O -0.39741 1.43573 -1.54837  -0.595
H -1.91970 -1.91791 0.22049  -0.336
H -3.41949 -1.06755 0.22303  0.152
H -2.14323 -0.69076 1.47683  0.302
H -2.47799 0.41964 -1.17066  0.212
H 1.17451 0.94210 0.38830  -0.412
H 0.22374 -0.64703 0.68902  -0.442
H -0.17752 1.02474 1.36630  -0.013
C -0.27175 -3.90316 1.70865  -0.510
C -0.19008 -4.58252 0.35687  0.678
C 1.01268 -5.40058 0.12505  -0.810
O -0.99692 -4.36631 -0.58985  -0.529
H 0.48942 -3.14086 1.78757  -0.283
H -0.06529 -4.44141 2.61331  0.591
H -1.26796 -3.37238 1.84081  0.256
H 1.25730 -6.00889 1.00414  0.427
H 1.87062 -4.72068 -0.09835  -0.164
H 0.79664 -6.04974 -0.70800  0.389
C 5.17312 -4.35903 3.24603  -1.384
C 3.87611 -3.74115 2.60992  0.640
C 4.15517 -2.77356 1.54951  0.806
O 2.76871 -4.02855 3.02228  -0.521
H 4.98281 -4.95371 4.14887  0.366
H 6.00457 -3.66149 3.33995  0.329
H 5.46855 -5.16159 2.57250  0.362
H 5.10570 -2.89187 1.05811  0.526
H 4.15802 -1.76404 1.99452  -0.569
H 3.33959 -2.84444 0.80607  -0.488
C -4.61888 2.12543 4.19739  -1.501
C -3.44686 2.32771 3.32306  0.606
C -3.47274 1.66568 1.97451  0.351
O -2.59198 3.10782 3.54987  -0.546
H -4.55180 2.78018 5.04164  0.431
H -4.65063 1.08187 4.53201  0.302
H -5.54281 2.28237 3.65871  0.293
H -4.16193 2.18933 1.31762  0.212
H -3.84450 0.65814 1.95373  0.383
H -2.50669 1.73802 1.54067  -0.551
C 0.12727 1.22746 4.54694  -0.929
C 0.06041 -0.11386 3.82106  0.677
C 1.31621 -0.91742 3.74289  -0.385
O -0.98537 -0.51202 3.36814  -0.566
H 0.17951 1.04181 5.67921  0.457
H -0.86026 1.75709 4.35421  -0.040
H 1.11639 1.74426 4.45409  0.282
H 2.12471 -0.62094 4.41397  0.498
H 1.76982 -0.76347 2.76027  -0.254
H 1.13978 -2.02887 3.91643  0.242
C -3.17513 -2.90216 -2.61985  -0.231
C -4.45042 -2.05856 -2.57410  0.755
C -5.29524 -2.03417 -3.78136  -1.447
O -4.77826 -1.39134 -1.57727  -0.506
H -2.36896 -2.27742 -2.23117  -0.535
H -2.95869 -3.24346 -3.64183  0.411
H -3.26385 -3.71437 -1.89869  0.448
H -6.03140 -1.22172 -3.75648  0.276
H -5.74208 -2.99057 -3.90877  0.406
H -4.64922 -1.80287 -4.65292  0.376
C -6.12886 1.72110 -0.99221  -0.600
C -6.97424 1.40924 0.26474  0.851
C -8.19203 0.57413 0.04599  -1.225
O -6.65219 1.91651 1.31603  -0.550
H -6.78827 2.40794 -1.58349  0.419
H -5.98325 0.77842 -1.54705  -0.040
H -5.24284 2.24984 -0.66303  0.184
H -8.97931 0.91090 0.66253  0.420
H -7.97863 -0.48073 0.40243  0.256
H -8.54045 0.46469 -0.98069  0.335
C -0.57569 4.28058 0.45243  -0.329
C 0.77041 4.25835 1.12624  0.747
C 0.94731 5.16454 2.34343  -1.346
O 1.67104 3.55177 0.74633  -0.448
H -1.35816 4.48663 1.20807  0.266
H -0.81107 3.34584 -0.05238  -0.270
H -0.59458 5.08452 -0.28778  0.404
H 0.56511 4.61162 3.18798  0.248
H 0.37618 6.09504 2.26315  0.391
H 1.99023 5.40579 2.50957  0.359
C 4.11888 0.63471 -2.99030  -0.520
C 3.91358 2.06507 -2.40982  0.677
C 2.57376 2.71056 -2.61960  -0.555
O 4.78393 2.55796 -1.75731  -0.608
H 5.06427 0.25752 -2.60449  0.348
H 4.09552 0.75380 -4.08960  0.440
H 3.29220 0.01494 -2.70953  -0.372
H 1.86146 2.15086 -2.02065  -0.175
H 2.21301 2.66348 -3.59910  0.465
H 2.53538 3.76536 -2.24434  0.269

Forces on atoms 1 to 3 (eV/Å):
C -1.47 0.53 -0.91
N -0.21 0.24 0.45
C -0.53 -0.78 -1.11


Entry 2:
Entry from the Open Molecules 2025 dataset: a molecular structure, C36H78FI2InN6O9P in a non-equilibrium geometry (the ωB97M-V functional and the def2-TZVPD basis).

Output
- LUMO energy (eV) = 1.907
- HOMO (Eh) = -0.16299
- total charge = -1
- E (eV) = -99349.2126
- multiplicity = 1

Each line ends with the Mulliken charge.
Element x y z (Å)
C -3.14139 -2.71061 7.47293  -0.370
O -1.96740 -3.48772 7.68228  -0.439
C -0.98298 -3.36047 6.65550  -0.337
C -0.67450 -4.74159 6.08116  -0.846
C -1.69004 -5.31599 5.05924  -0.726
C -2.50402 -4.29284 4.24605  0.126
C -2.91693 -4.94980 2.90172  -0.727
C -3.40581 -3.94391 1.82923  -0.668
C -2.38480 -3.82639 0.65880  -1.125
C -1.71722 -2.41428 0.60343  0.321
C -0.23027 -2.48860 0.23631  -1.182
C 0.46303 -1.10985 0.45113  -0.379
C 0.80734 -0.93628 1.92677  -0.188
C 1.39157 0.47577 2.19050  -1.282
In -0.15203 2.05440 2.61571  0.971
C 0.32985 3.78707 1.25731  -0.416
C 1.73227 4.20773 1.52263  0.305
O 2.46069 4.62520 0.72939  -0.491
F 2.21867 4.05464 2.78274  -0.268
P 0.14456 2.76055 5.07841  0.528
O -1.16485 3.21265 5.68743  -0.698
C -2.24942 1.30498 2.33303  -1.090
I -2.76843 0.21101 4.13740  -0.048
C -3.27534 2.43520 2.06687  0.111
C -4.70654 2.18024 2.57127  -1.545
I -3.43281 2.54767 -0.10742  -0.040
H -3.98230 -3.25590 7.90985  0.219
H -3.35838 -2.58525 6.41326  0.055
H -3.03840 -1.75539 7.99569  0.250
H -1.22005 -2.60251 5.90962  0.207
H -0.06485 -3.01957 7.15235  0.429
H 0.35013 -4.77850 5.70912  0.389
H -0.68266 -5.41519 6.94334  0.306
H -2.38446 -6.02957 5.50379  0.349
H -1.10871 -5.88886 4.33258  0.408
H -3.44865 -4.04709 4.73078  0.153
H -1.96769 -3.37086 4.02073  0.051
H -2.13359 -5.60034 2.51486  0.619
H -3.76094 -5.60913 3.16242  -0.079
H -4.31791 -4.35992 1.38536  0.465
H -3.68078 -2.96687 2.22710  0.386
H -2.90332 -3.98457 -0.28895  0.452
H -1.61710 -4.59682 0.74482  0.369
H -1.84738 -1.93576 1.57414  -0.233
H -2.25439 -1.83636 -0.15419  0.238
H -0.10884 -2.81919 -0.79768  0.323
H 0.21929 -3.20252 0.93202  0.467
H -0.20103 -0.30928 0.10669  0.240
H 1.37237 -1.13769 -0.15253  0.359
H -0.05503 -1.14224 2.56987  -0.134
H 1.57487 -1.66774 2.15499  0.477
H 2.07134 0.42438 3.04349  0.386
H 1.92102 0.79993 1.29081  0.338
H -0.32752 4.62468 1.48368  0.462
H 0.29559 3.50295 0.21312  -0.282
H 0.69884 1.68581 5.84562  -0.087
H 1.10740 3.81409 5.17778  -0.040
H -2.24335 0.57576 1.53000  0.363
H -2.95145 3.38733 2.47402  0.368
H -4.82421 2.45366 3.61701  0.421
H -5.05378 1.17443 2.34996  0.389
H -5.35648 2.85904 2.00920  0.481
C -6.59848 -9.45855 3.09319  -1.403
C -6.14718 -8.01978 3.18477  0.819
O -5.01355 -7.71561 3.51228  -0.587
N -7.05696 -7.05198 2.88566  -0.121
C -8.43978 -7.20966 2.47941  -0.889
H -5.76613 -10.10342 3.35943  0.297
H -7.42015 -9.64576 3.78620  0.371
H -6.91190 -9.69623 2.07548  0.358
H -6.68725 -6.11659 2.96722  0.203
H -8.58076 -6.75152 1.49863  0.290
H -9.08575 -6.70066 3.19734  0.290
H -8.72171 -8.25615 2.42699  0.341
C 1.76748 7.13712 -1.52754  -0.694
C 0.58952 7.65416 -0.74783  0.693
O -0.16339 6.90821 -0.14770  -0.600
N 0.38906 9.00594 -0.71903  -0.197
C 1.17278 10.04182 -1.35938  -0.882
H 1.79494 6.05620 -1.45126  -0.277
H 1.69214 7.41082 -2.58196  0.373
H 2.69279 7.53565 -1.10609  0.421
H -0.41370 9.28050 -0.17498  0.247
H 1.55671 10.72623 -0.59907  0.276
H 0.53536 10.60508 -2.04485  0.284
H 2.00584 9.62199 -1.91323  0.340
C 0.81973 3.97354 -2.41048  -1.734
C 1.15661 4.47975 -3.78999  0.503
O 0.86429 5.61018 -4.16310  -0.738
N 1.80727 3.63226 -4.62911  -0.036
C 2.23685 2.26883 -4.38065  -0.795
H 0.30400 4.75546 -1.85822  0.572
H 0.16327 3.10388 -2.47364  0.749
H 1.73119 3.71161 -1.86946  0.502
H 2.00333 4.03475 -5.53310  0.238
H 3.31701 2.22100 -4.51469  0.157
H 1.76198 1.61037 -5.11203  0.249
H 1.98135 1.93423 -3.38037  0.373
C -0.65187 0.50115 -9.28488  -1.406
C 0.48576 0.97455 -8.41291  0.947
O 1.46571 0.27493 -8.18978  -0.648
N 0.39362 2.21577 -7.87654  -0.011
C -0.67287 3.18994 -8.02397  -0.913
H -0.43013 -0.50256 -9.63596  0.295
H -1.58205 0.47369 -8.71607  0.376
H -0.76682 1.15584 -10.14990  0.366
H 1.18875 2.46342 -7.30566  0.009
H -0.26557 4.10288 -8.46112  0.293
H -1.07704 3.42883 -7.03932  0.290
H -1.47019 2.81480 -8.65706  0.398
C 6.90406 2.68913 -6.60102  -1.419
C 5.46535 2.48412 -7.00869  0.893
O 4.54617 3.07269 -6.45971  -0.610
N 5.20944 1.61093 -8.01695  -0.092
C 6.15250 0.82279 -8.78552  -0.917
H 6.93886 3.40938 -5.78875  0.292
H 7.33913 1.75107 -6.25365  0.381
H 7.48541 3.07905 -7.43779  0.380
H 4.22595 1.51984 -8.23167  0.151
H 6.05808 1.07980 -9.84226  0.297
H 5.91815 -0.23591 -8.66235  0.285
H 7.17394 1.00124 -8.46574  0.351
C 5.59835 -2.85169 1.14299  -1.492
C 4.78752 -1.78758 1.84649  0.769
O 3.62052 -1.57377 1.57495  -0.453
N 5.40653 -1.05533 2.81405  -0.105
C 6.77438 -1.15285 3.28180  -0.919
H 4.96743 -3.34132 0.40676  0.265
H 6.45141 -2.40496 0.62949  0.382
H 5.94701 -3.60030 1.85641  0.383
H 4.80396 -0.36469 3.23734  0.205
H 6.77440 -1.38045 4.34985  0.289
H 7.27550 -0.19454 3.13042  0.289
H 7.32101 -1.92730 2.75334  0.350

Forces on atoms 1 to 3 (eV/Å):
C 0.18 -0.37 0.47
O -0.48 0.18 -0.64
C 0.90 -0.45 0.70


Entry 3:
Entry from the Open Molecules 2025 dataset: a molecular structure, C36H78N4O5 in a non-equilibrium geometry (the ωB97M-V functional and the def2-TZVPD basis).

Output
- LUMO energy (eV) = 0.613
- HOMO (Eh) = -0.26070
- E (eV) = -54766.6867
- multiplicity = 1
- relative energy (zero: lowest compared OMol25 entry of this formula, charge and spin) (kcal per mole) = 582.07

Each line ends with the Mulliken charge.
Element x y z (Å)
C -12.68248 -5.22807 -13.43709  -1.887
C -11.43527 -4.29484 -13.26701  1.982
C -12.04217 -2.87819 -13.08089  -2.256
C -10.99531 -1.82127 -12.63978  2.357
C -10.44381 -2.15468 -11.31638  -1.920
C -9.86535 -3.70247 -11.23226  2.116
N -10.75999 -4.64242 -12.03113  0.327
O -10.37721 -6.00328 -12.01619  -0.527
C -8.33419 -3.82276 -11.51498  -1.734
C -10.10497 -4.10247 -9.74474  -2.147
C -10.47993 -4.44357 -14.45953  -0.314
H -12.43062 -6.26054 -13.67929  0.450
H -13.22072 -4.81579 -14.29057  0.480
H -13.50707 -5.28170 -12.72624  0.326
H -12.38329 -2.53884 -14.05894  0.568
H -12.84728 -2.90742 -12.34670  0.474
H -11.45710 -0.84203 -12.51347  -2.804
H -10.31577 -1.58259 -13.45793  -0.365
H -11.08832 -1.89084 -10.47787  0.310
H -9.60846 -1.47945 -11.13104  0.456
H -8.25157 -4.18376 -12.54014  0.478
H -7.81901 -2.86357 -11.56623  0.390
H -7.68175 -4.42229 -10.88016  0.344
H -9.84639 -5.13604 -9.51463  0.404
H -9.68026 -3.48196 -8.95563  0.352
H -11.17171 -3.98016 -9.55720  0.532
H -9.55884 -5.01173 -14.32965  0.083
H -10.09359 -3.51816 -14.88671  -0.878
H -11.08044 -5.00438 -15.17575  0.454
H -10.88486 -6.34783 -11.27783  0.369
C -6.53724 0.71683 -15.03418  -0.867
C -6.29507 -0.65643 -15.78646  1.966
C -4.92930 -1.25088 -15.31486  -1.225
C -5.23256 -1.84435 -13.91631  -1.371
C -6.45358 -2.74269 -13.78871  0.225
C -7.82845 -2.34174 -14.62208  2.922
N -7.40493 -1.65575 -15.85382  -1.248
O -8.52154 -1.20808 -16.58215  0.053
C -8.45692 -3.75216 -15.10614  -1.694
C -8.80524 -1.59905 -13.73787  -0.299
C -5.89338 -0.27187 -17.27725  -2.064
H -6.36343 0.62319 -13.96220  0.355
H -7.47343 1.17006 -15.36009  -0.276
H -5.89587 1.50040 -15.43760  0.635
H -4.50334 -1.89770 -16.08185  0.444
H -4.28609 -0.37095 -15.32556  0.443
H -5.16677 -0.97607 -13.26067  0.381
H -4.30817 -2.33996 -13.61973  0.611
H -6.68667 -2.65952 -12.72718  -0.472
H -6.01762 -3.68364 -14.12434  0.462
H -9.18080 -3.64022 -15.91335  0.641
H -7.64405 -4.31479 -15.56527  0.395
H -8.93635 -4.34299 -14.32565  -0.406
H -8.87637 -2.11710 -12.78149  -1.005
H -8.44610 -0.60822 -13.45974  -0.604
H -9.74867 -1.37532 -14.23587  0.488
H -6.71427 0.16163 -17.84849  0.206
H -5.54526 -1.14727 -17.82551  0.526
H -5.06707 0.43814 -17.24280  0.453
H -8.64562 -1.90930 -17.22596  0.555
C -15.63004 4.52029 -12.73479  -1.922
C -14.31771 3.87244 -12.20600  1.368
C -14.52135 3.89670 -10.72647  -1.573
C -13.58369 2.94747 -9.92304  -0.995
C -13.65801 1.50430 -10.41775  -0.931
C -13.53445 1.37795 -11.97349  1.279
N -14.23581 2.42531 -12.64096  0.672
O -14.63510 2.17219 -13.96335  -0.415
C -11.96312 1.31843 -12.42157  -2.071
C -14.33666 0.05689 -12.21265  -2.872
C -13.02096 4.54572 -12.81234  -1.512
H -16.45762 3.81396 -12.66912  0.415
H -15.59305 4.71784 -13.80610  0.403
H -15.86788 5.43135 -12.18569  0.399
H -14.25774 4.92813 -10.49250  0.516
H -15.56104 3.95579 -10.40450  0.510
H -13.92687 3.04336 -8.89293  0.447
H -12.58865 3.37461 -10.04775  0.325
H -14.42104 0.93885 -9.88281  0.584
H -12.80352 1.15891 -9.83580  0.202
H -11.90274 1.20775 -13.50426  -0.158
H -11.44387 2.21706 -12.08847  0.776
H -11.43314 0.45328 -12.02314  2.070
H -15.36549 0.07315 -11.85299  0.538
H -14.26982 -0.26710 -13.25124  0.696
H -13.89953 -0.77421 -11.65924  0.457
H -13.10726 5.62724 -12.91708  0.589
H -12.80755 4.43131 -13.87511  0.262
H -12.15491 4.24296 -12.22379  0.269
H -15.40467 1.67070 -13.68429  0.348
C -7.71494 2.85050 -14.62397  -2.051
C -9.08759 2.84714 -15.40585  2.643
C -9.12188 3.95258 -16.49647  -1.456
C -10.34984 3.76897 -17.40072  -0.576
C -10.38068 2.37019 -18.03228  -1.096
C -10.31745 1.17658 -17.03277  1.499
N -9.20290 1.45589 -16.04116  -0.766
O -9.10290 0.44455 -15.11267  0.212
C -11.74389 1.18224 -16.44281  -1.461
C -9.98915 -0.16447 -17.71440  -1.823
C -10.25451 3.09002 -14.38624  -1.296
H -7.87596 2.16539 -13.79162  0.212
H -7.46205 3.89466 -14.43988  0.631
H -6.95415 2.54294 -15.34139  0.886
H -9.13269 4.99120 -16.16595  0.387
H -8.21248 3.97054 -17.09713  0.373
H -10.28104 4.49717 -18.20888  0.487
H -11.30078 3.90577 -16.88586  0.217
H -9.44098 2.33423 -18.58346  0.369
H -11.34496 2.39405 -18.53991  0.400
H -12.37020 0.69968 -17.19313  0.554
H -11.62740 0.42050 -15.67189  0.147
H -12.09569 2.15890 -16.11045  0.255
H -10.04123 -0.98841 -17.00269  0.036
H -10.62113 -0.27754 -18.59526  0.596
H -8.95660 -0.09449 -18.05651  0.136
H -10.32221 2.28602 -13.65338  0.276
H -11.28664 3.30863 -14.66009  -0.716
H -10.01213 3.92965 -13.73480  0.733
H -8.32370 -0.00827 -15.44343  -0.245
O -10.81625 -0.46269 -13.94068  -0.427
H -10.20359 -0.17800 -14.61877  0.649
H -11.13373 0.35023 -13.54747  0.885

Forces on atoms 1 to 3 (eV/Å):
C -0.01 -0.03 -1.08
C -0.78 -0.31 1.30
C 1.55 0.73 -0.02


Number 3 is which compound? C36H78N4O5


Among the records above, which one has the highest HOMO? C36H78FI2InN6O9P